C35H65N2O13PtS6 | ωB97M-V/def2-TZVPD

CARTESIAN COORDINATES (ANGSTROEM)
Pt 3.51 -0.11 0.37
C -0.70 1.16 0.40
C 0.35 0.82 -0.69
C 1.00 2.03 -1.33
O 1.36 0.05 -0.04
H -1.48 1.84 0.07
H -0.35 1.57 1.35
H -1.19 0.20 0.59
H -0.16 0.18 -1.41
H 1.51 2.70 -0.64
H 0.17 2.62 -1.70
H 1.70 1.93 -2.17
C 0.42 2.24 4.52
C 0.45 3.53 3.65
C 1.62 3.55 2.61
S 2.61 2.20 3.13
O 3.48 2.63 4.16
O 3.17 1.64 1.91
C 1.35 1.21 3.94
H -0.57 1.78 4.44
H 0.79 2.46 5.52
H 0.67 4.35 4.34
H -0.49 3.87 3.22
H 2.13 4.51 2.57
H 1.15 3.29 1.66
H 1.74 0.49 4.66
H 0.79 0.70 3.16
C -2.98 -4.20 -3.50
C -1.47 -3.82 -3.44
C -0.98 -3.70 -1.98
S -2.41 -4.19 -0.88
O -2.50 -3.35 0.31
O -2.49 -5.66 -0.78
C -3.61 -3.74 -2.18
H -2.95 -5.28 -3.58
H -3.46 -3.89 -4.43
H -1.18 -2.92 -3.99
H -1.00 -4.67 -3.95
H -0.93 -2.64 -1.71
H -0.06 -4.21 -1.67
H -3.67 -2.65 -2.11
H -4.63 -3.96 -1.87
C 3.78 -0.80 -5.43
C 2.25 -0.79 -4.94
C 2.08 -1.67 -3.68
S 3.90 -1.68 -2.88
O 4.39 -3.05 -2.99
O 3.85 -0.83 -1.66
C 4.67 -0.63 -4.23
H 3.85 -0.08 -6.24
H 3.87 -1.84 -5.75
H 1.45 -0.79 -5.67
H 2.06 0.21 -4.55
H 1.98 -2.71 -3.99
H 1.25 -1.37 -3.04
H 5.74 -0.82 -4.19
H 4.64 0.37 -3.79
C -5.29 -1.88 3.49
C -5.18 -0.71 2.47
C -3.74 -0.45 2.04
S -2.79 -0.50 3.68
O -2.84 0.79 4.47
O -1.43 -1.02 3.49
C -4.05 -1.73 4.43
H -5.13 -2.84 3.01
H -6.29 -1.86 3.92
H -5.68 0.22 2.74
H -5.72 -1.08 1.60
H -3.65 0.47 1.45
H -3.41 -1.25 1.38
H -4.30 -1.24 5.37
H -3.54 -2.67 4.63
C 0.26 -4.12 2.38
C 1.50 -4.24 3.21
C 2.70 -4.28 2.24
S 2.19 -2.94 1.05
O 2.38 -3.28 -0.33
O 2.84 -1.81 1.67
C 0.41 -2.95 1.38
H -0.63 -3.97 2.99
H 0.15 -5.09 1.89
H 1.48 -5.14 3.81
H 1.68 -3.61 4.08
H 2.86 -5.20 1.68
H 3.65 -4.03 2.72
H -0.14 -3.02 0.45
H 0.12 -2.05 1.92
C 4.95 5.05 0.51
C 5.87 4.03 1.07
C 6.46 3.24 -0.17
S 4.98 2.89 -1.14
O 4.10 1.83 -0.54
O 5.30 2.78 -2.59
C 4.10 4.44 -0.66
H 5.53 5.93 0.23
H 4.35 5.29 1.38
H 5.35 3.32 1.72
H 6.45 4.71 1.70
H 7.08 2.34 -0.15
H 7.06 3.91 -0.78
H 3.02 4.34 -0.51
H 4.14 5.18 -1.46
N -4.90 -0.73 -4.04
C -3.51 -1.02 -4.28
C -2.82 -0.16 -3.42
C -3.72 0.56 -2.61
C -4.96 0.19 -3.04
H -5.76 -1.09 -4.43
H -3.22 -1.82 -4.94
H -1.76 -0.11 -3.22
H -3.58 1.14 -1.71
H -5.89 0.53 -2.58
N -3.75 3.27 1.75
C -4.72 3.03 0.82
C -4.36 3.64 -0.37
C -3.16 4.28 -0.08
C -2.88 4.21 1.27
H -3.61 2.81 2.64
H -5.54 2.38 1.09
H -4.84 3.58 -1.34
H -2.60 4.86 -0.80
H -2.07 4.55 1.89

DFT total energy   -135190.0311 eV
Total charge   +1
ΔE to the lowest compared entry with this formula, charge and spin   0.0000 eV
Lowest unoccupied orbital energy (spin up / spin down)   -1.76 / -2.94 eV
2S+1   3
E_HOMO (spin up / spin down)   -10.1 / -10.1 eV
<S²>   2.01

These are the Löwdin partial charges, in e, on atoms 1 to 4: number 1, Pt, carries 1.168; number 2, C, carries -0.027; number 3, C, carries -0.496; number 4, C, carries -0.055